# 1
The following is a DFT calculation (wB97M-V/def2-TZVPD) of a gas-phase ion, C9H11N4O (charge +1).

The geometry in XYZ format:
```
25
Properties=species:S:1:pos:R:3:forces:R:3:nbo_charge:R:1
C 1.9111 -1.1817 -2.0508 0.6 0.1 0.8 -0.45
N 0.5721 -0.6158 -1.9331 0.8 0.6 -1.3 -0.44
C 0.3510 0.4560 -2.5764 -0.6 -0.5 0.5 0.09
C -0.9605 1.1298 -2.3962 0.3 -0.5 -2.0 -0.17
C -1.5784 1.2795 -1.2138 -0.2 1.7 -1.6 -0.26
C -0.9589 0.8965 0.0397 -1.1 -2.3 1.2 0.01
C -0.3891 1.6463 0.9548 1.0 1.2 -0.7 -0.06
N 0.0120 0.8576 2.0655 -0.8 -1.4 -0.4 0.06
N 0.7741 0.9620 3.0952 -0.1 2.0 -0.6 -0.12
C 0.7789 -0.1862 3.7185 0.5 -1.5 1.2 -0.08
C -0.0247 -1.1051 2.9683 0.6 0.8 0.8 0.04
N -0.5067 -0.4131 1.9269 1.8 0.9 2.0 -0.11
C -1.2597 -0.5577 0.6850 1.0 2.3 -1.3 0.26
O -0.8879 -1.6356 0.0076 -0.4 -1.9 0.9 -0.69
H 1.8631 -2.2517 -1.9522 -0.1 -0.4 0.2 0.22
H 2.5612 -0.9774 -2.9219 -0.8 0.4 0.1 0.21
H 2.4143 -0.7701 -1.1614 0.2 -0.4 -0.2 0.21
H 1.0334 0.8683 -3.3409 -0.1 -0.1 0.4 0.19
H -1.2784 1.3430 -3.4820 -0.6 0.5 2.2 0.25
H -2.4639 1.9520 -1.1521 0.4 -1.0 -0.1 0.26
H -0.1452 2.6984 0.7732 0.2 -0.5 0.9 0.28
H 1.4037 -0.2476 4.6938 -1.4 -0.4 -2.0 0.28
H -0.2259 -2.1260 3.2302 -0.3 -0.2 -0.4 0.27
H -2.2795 -0.5446 0.9465 -1.6 -0.1 0.4 0.20
H -0.7160 -1.4765 -0.9245 0.8 0.7 -0.7 0.53
```
Positions in Å, forces in eV/Å.

Summary:
ΔE to the lowest compared entry with this formula, charge and spin = 336.3 kJ/mol
E_HOMO = -13.3584 eV
2S+1 = 1
SMILES = C/N=C/C=C\C1=C[n+]2nccn2[C@@H]1O
Frontier orbital gap = 9.10 eV
Net charge = +1

# 2
The following is a DFT calculation (wB97M-V/def2-TZVPD) of C9H11NO in the gas phase.

The geometry in XYZ format:
```
22
Properties=species:S:1:pos:R:3:forces:R:3:nbo_charge:R:1
O -0.9836 2.3816 -0.7858 -0.6 -1.9 3.0 -0.70
C 0.1874 1.6281 -0.4017 1.3 0.3 0.4 0.06
C 0.6729 1.9327 1.0611 1.1 -1.3 -0.3 -0.25
N -0.1763 1.1207 1.9612 0.8 1.0 0.6 -0.63
C 0.1111 -0.3073 1.9715 -1.0 0.1 1.0 -0.23
C 0.0778 -0.7468 0.5620 0.1 0.7 -1.1 -0.08
C -0.0462 -2.0714 0.3305 -0.7 -5.0 0.3 -0.18
C 0.0314 -2.7183 -0.9073 -0.2 2.7 -1.4 -0.21
C 0.0151 -1.8514 -2.0517 0.5 -0.3 1.0 -0.21
C 0.0623 -0.4803 -1.8720 -0.7 0.4 2.1 -0.21
C 0.1121 0.0908 -0.5605 -0.2 0.4 -0.5 -0.02
H -1.5566 2.1148 0.0222 0.6 1.0 -2.1 0.47
H 0.9759 1.9415 -1.0732 0.1 0.3 -0.3 0.18
H 0.6873 2.9525 1.4305 -0.9 0.4 -0.6 0.22
H 1.8050 1.7445 1.1755 -1.3 -0.6 -0.4 0.17
H -0.0330 1.5279 2.8748 -0.4 -0.3 0.3 0.36
H 1.0701 -0.6339 2.4904 -0.9 0.5 -0.6 0.19
H -0.7657 -0.8259 2.5004 1.3 0.6 -0.5 0.21
H -0.3573 -2.8307 1.1344 1.0 1.5 -0.5 0.20
H 0.0765 -3.7842 -1.0239 -0.3 -0.2 0.1 0.22
H -0.0207 -2.1606 -3.0839 0.0 -0.6 0.0 0.21
H -0.1220 0.1996 -2.6813 0.3 0.2 -0.4 0.22
```
Positions in Å, forces in eV/Å.

Summary:
ΔE to the lowest compared entry with this formula, charge and spin = 114.4 kJ/mol
E_HOMO = -9.0578 eV
2S+1 = 1
SMILES = O[C@H]1CNCc2ccccc21
Frontier orbital gap = 9.93 eV